1.
The following is a DFT calculation (ωB97M-V with the def2-TZVPD basis set) of a structure of composition C33H46BrN3O5SSbSr.

* Kohn-Sham gap: 7.344 eV
* total charge: -1
* lowest unoccupied orbital energy: 2.2 eV

Atoms and positions in Å:
Sr1 0.941 0.883 0.532
C1 3.433 -1.705 -3.738
C2 2.637 -0.444 -3.577
C3 2.304 0.380 -4.649
C4 1.568 1.532 -4.441
C5 1.174 1.814 -3.143
Br1 0.159 3.374 -2.802
N1 1.463 1.053 -2.110
C6 2.194 -0.049 -2.324
H1 4.128 -1.630 -4.575
H2 2.775 -2.557 -3.924
H3 4.000 -1.918 -2.833
H4 2.632 0.127 -5.651
H5 1.301 2.196 -5.249
H6 2.475 -0.619 -1.441
C7 3.207 -6.474 4.563
C8 2.443 -5.336 3.943
C9 1.718 -4.451 4.738
C10 1.050 -3.375 4.180
C11 1.103 -3.180 2.809
C12 1.824 -4.041 2.000
C13 2.482 -5.119 2.570
S1 0.251 -1.787 2.136
O1 0.537 -1.814 0.678
O2 -1.159 -1.957 2.431
N2 0.783 -0.472 2.779
C14 2.234 -0.233 2.839
C15 3.198 -0.741 1.706
O3 3.846 -1.755 1.966
O4 3.254 -0.047 0.638
H7 2.772 -6.772 5.517
H8 4.244 -6.184 4.747
H9 3.221 -7.345 3.907
H10 1.681 -4.606 5.810
H11 0.492 -2.684 4.799
H12 1.887 -3.843 0.939
H13 3.055 -5.788 1.939
H14 2.633 -0.657 3.764
H15 2.356 0.856 2.925
C16 -3.690 0.132 1.956
C17 -3.831 -0.125 0.454
C18 -5.306 -0.105 0.068
Sb1 -2.412 1.161 -0.561
C19 -2.995 3.143 0.069
C20 -4.485 3.435 0.205
C21 -2.255 3.497 1.358
C22 -3.007 1.300 -2.635
C23 -2.199 0.326 -3.491
C24 -4.484 1.177 -2.991
H16 -4.270 -0.608 2.516
H17 -4.082 1.118 2.219
H18 -2.660 0.049 2.305
H19 -3.420 -1.116 0.240
H20 -5.764 0.863 0.281
H21 -5.840 -0.853 0.663
H22 -5.487 -0.334 -0.977
H23 -2.584 3.764 -0.736
H24 -4.917 2.878 1.039
H25 -5.051 3.185 -0.693
H26 -4.649 4.499 0.411
H27 -2.598 2.883 2.194
H28 -2.427 4.544 1.631
H29 -1.176 3.360 1.263
H30 -2.678 2.317 -2.868
H31 -2.483 -0.706 -3.277
H32 -1.128 0.391 -3.303
H33 -2.374 0.516 -4.556
H34 -4.826 0.149 -2.880
H35 -4.634 1.448 -4.042
H36 -5.131 1.817 -2.391
N3 4.996 7.786 0.685
C25 4.298 6.869 0.704
C26 3.430 5.732 0.721
C27 3.928 4.458 0.462
C28 3.064 3.370 0.475
C29 1.678 3.468 0.729
C30 1.241 4.781 0.996
C31 2.071 5.892 0.994
H37 4.985 4.327 0.258
H38 3.514 2.397 0.281
H39 0.191 4.969 1.205
H40 1.682 6.882 1.200
C32 -0.696 -4.211 -1.806
C33 -0.235 -2.821 -2.209
O5 -0.979 -1.807 -1.558
H41 -0.121 -4.982 -2.326
H42 -1.752 -4.346 -2.041
H43 -0.564 -4.348 -0.731
H44 -0.364 -2.666 -3.284
H45 0.832 -2.707 -1.983
H46 -0.649 -1.780 -0.640

---

2.
The following is a DFT calculation (ωB97M-V with the def2-TZVPD basis set) of a structure of composition C9H9GaI2NO4SSeTi in a non-equilibrium geometry.

* Kohn-Sham gap (alpha / beta): 4.185 / 3.647 eV
* total charge: +4
* lowest unoccupied orbital energy (alpha / beta): -16.6 / -17.2 eV
* 2S+1: 2

Atoms and positions in Å:
I1 -2.928 3.563 0.062
I2 -4.113 1.557 1.392
Ga1 -0.695 -1.171 0.768
Ti1 0.695 1.171 -0.768
S1 -1.461 0.176 -1.054
C1 1.237 1.169 -2.555
C2 2.309 1.998 -0.322
C3 -1.792 -0.699 -2.687
C4 -3.106 -1.461 -2.479
C5 -0.658 -1.637 -3.094
C6 -1.991 0.423 -3.714
C7 -0.075 -2.020 2.311
C8 -1.145 -2.847 0.078
O1 3.318 2.520 -0.097
O2 1.612 1.200 -3.650
O3 0.287 -2.590 3.252
O4 -1.416 -3.907 -0.302
H1 -3.396 -1.930 -3.427
H2 -3.908 -0.784 -2.170
H3 -3.005 -2.247 -1.728
H4 -0.919 -2.110 -4.049
H5 -0.503 -2.425 -2.355
H6 0.282 -1.100 -3.225
H7 -2.267 -0.025 -4.676
H8 -1.079 1.006 -3.860
H9 -2.792 1.100 -3.405
Se1 2.723 1.096 4.134
C9 1.781 0.716 2.703
N1 1.074 0.432 1.631

---

3.
The following is a DFT calculation (ωB97M-V with the def2-TZVPD basis set) of a cluster of 7 separate species, C9H27NO8 in total in a non-equilibrium geometry.

* Kohn-Sham gap: 7.277 eV
* total charge: 0
* lowest unoccupied orbital energy: -0.1 eV

Atoms and positions in Å:
C1 -1.749 1.257 2.221
C2 -2.199 -0.141 2.018
C3 -1.375 -1.429 1.478
C4 0.230 -1.295 1.285
C5 1.165 -0.415 2.302
O1 0.980 0.082 3.523
N1 2.463 -0.117 1.522
C6 1.899 0.415 0.186
C7 0.876 -0.835 -0.175
C8 -0.020 -0.823 -1.525
C9 -0.218 0.617 -2.273
O2 -1.688 0.888 -2.388
H1 -1.569 1.738 3.293
H2 -1.640 1.960 1.280
H3 -3.334 -0.347 2.332
H4 -1.547 -2.298 2.281
H5 -1.949 -1.826 0.509
H6 0.592 -2.414 1.499
H7 3.124 0.537 2.003
H8 2.769 0.642 -0.564
H9 1.118 1.290 0.390
H10 1.669 -1.700 -0.403
H11 0.532 -1.525 -2.319
H12 -1.107 -1.299 -1.424
H13 0.234 0.614 -3.372
H14 0.240 1.545 -1.733
H15 -1.929 1.317 -1.506
O3 1.862 3.621 0.080
H16 1.643 4.344 0.688
H17 2.818 3.508 0.186
O4 -1.683 1.776 -5.280
H18 -2.455 1.613 -5.843
H19 -1.863 1.259 -4.481
O5 -3.256 -2.837 -1.041
H20 -4.176 -2.775 -0.744
H21 -3.206 -3.706 -1.468
O6 4.293 2.679 -1.261
H22 4.446 2.029 -0.559
H23 4.084 2.140 -2.039
O7 5.506 1.151 3.167
H24 5.643 0.219 3.395
H25 5.201 1.552 3.995
O8 -5.468 -4.087 -0.053
H26 -5.145 -3.930 0.847
H27 -5.809 -4.993 -0.025